[1]
Here is a structure of composition C42H57F6MnN5O23S2 from the Open Molecules 2025 dataset. Energies are from ωB97M-V/def2-TZVPD.

The geometry in XYZ format:
```
136
Properties=species:S:1:pos:R:3:forces:R:3:mulliken_charge:R:1
Mn 0.203719 -0.125816 1.103915 -0.6 -0.9 -1.3 0.569
C 1.918695 0.961529 4.676820 1.2 0.5 -0.7 0.685
F 0.728325 1.108098 5.157168 -1.0 0.1 0.2 -0.175
F 2.795800 1.548352 5.516836 -0.4 -0.7 -0.8 -0.230
F 2.154892 -0.347657 4.545486 0.3 0.3 0.2 -0.221
S 2.174932 1.766708 2.912241 1.3 0.1 -0.4 -0.346
O 2.632913 3.135899 3.140648 -1.3 -1.8 -0.4 -0.567
O 3.136870 0.937727 2.198964 -1.6 0.1 0.7 -0.126
N 0.577659 1.550860 2.147914 3.2 2.2 2.5 0.400
S -0.118276 2.953826 2.559895 -2.3 3.1 1.3 0.718
O -0.009367 3.352256 3.963308 0.3 -1.1 -1.4 -0.649
O 0.121941 4.033090 1.616981 -0.4 -1.6 0.3 -0.610
C -1.984683 2.503205 2.530537 -0.3 0.0 -0.5 0.453
F -2.752724 3.565121 2.213125 1.0 -0.9 0.0 -0.236
F -2.134088 1.547886 1.550065 -0.4 0.7 1.1 -0.368
F -2.433286 2.060910 3.730649 0.8 0.0 -1.6 -0.300
O -1.071878 -1.048324 -0.083421 -0.9 0.0 -0.6 1.025
H -1.768320 -0.649607 -0.640686 1.5 0.1 0.2 -0.720
C -4.133705 -1.645231 5.746412 -0.7 -0.3 0.9 -1.449
C -2.688054 -1.363187 6.024332 -1.2 0.0 -1.2 0.234
C -1.823803 -2.624912 5.808217 -1.5 0.4 2.6 -0.491
O -1.269165 -2.422187 4.587882 1.8 0.2 -3.3 -0.176
C -1.536918 -1.225958 4.029264 0.3 2.2 -0.8 -0.169
O -1.137435 -0.767316 2.935280 -1.6 -2.0 4.0 0.696
O -2.305506 -0.516731 4.926895 1.7 -0.1 -1.3 -0.382
H -4.424051 -2.415962 6.460398 -0.4 -0.2 -0.1 0.447
H -4.312690 -1.964985 4.719854 0.1 -0.1 0.1 0.310
H -4.743793 -0.769901 5.969310 0.0 0.0 -0.2 0.397
H -2.660720 -0.805860 6.960677 0.9 -0.2 -0.1 0.375
H -2.443407 -3.521605 5.796540 -0.1 0.0 -0.2 0.358
H -1.120613 -2.768370 6.628609 0.6 0.1 -0.4 0.269
C 3.418857 3.291022 -1.536440 0.9 -0.1 1.6 -1.785
C 2.481337 4.189171 -0.691368 2.3 -2.1 -0.5 1.903
C 3.204023 5.189720 0.237907 -1.0 0.5 -0.8 -0.121
O 2.306784 6.341121 0.027535 1.0 -0.9 1.3 -0.342
C 1.691042 6.188924 -1.111177 -2.7 2.7 -2.7 0.606
O 1.049672 7.106283 -1.631837 1.3 -2.4 0.8 -0.659
O 1.832523 4.944187 -1.681905 -0.6 2.2 1.2 -0.367
H 2.919800 2.687699 -2.294759 -0.1 0.4 0.0 0.297
H 4.020802 2.623041 -0.920357 -0.5 -0.5 0.5 0.308
H 4.263138 3.887227 -1.882602 -0.5 0.4 -0.9 0.522
H 1.773924 3.639622 -0.070348 -0.2 -0.1 -0.3 -0.887
H 4.180170 5.577336 -0.053641 0.1 -0.5 -0.3 0.364
H 3.232718 4.841760 1.270476 -0.4 0.3 0.0 0.155
C 3.239789 0.686633 -4.557892 -1.1 -0.3 -0.8 -1.603
C 2.459575 -0.487536 -3.908232 2.0 1.8 -1.1 0.891
C 3.531771 -1.469750 -3.347296 -0.7 -0.2 -0.2 -0.948
O 3.315910 -1.371297 -1.953408 -0.4 -0.3 1.4 -0.365
C 2.306843 -0.539847 -1.647433 -0.5 0.6 -0.2 -0.471
O 1.877061 -0.334647 -0.536191 0.7 -0.3 -0.8 0.604
O 1.870028 0.077333 -2.766090 -0.6 -0.5 2.1 0.066
H 3.937475 1.123799 -3.843584 0.2 -0.2 -0.2 0.363
H 2.557011 1.471084 -4.884324 -0.2 0.1 0.3 0.335
H 3.687360 0.359651 -5.496429 0.5 -0.1 0.2 0.437
H 1.618896 -0.794024 -4.530664 0.4 -0.7 -0.1 0.114
H 4.569438 -1.173435 -3.500711 -0.2 0.3 -0.4 0.498
H 3.442992 -2.511779 -3.654528 -0.3 0.0 0.0 0.272
C 6.051328 0.162360 -0.973365 -0.6 -0.3 1.0 -1.286
C 5.558925 -0.173123 0.506556 -0.3 1.4 -3.0 1.374
C 4.803008 -1.456833 0.733318 -0.4 0.0 -1.8 0.989
O 5.234627 -1.832226 1.994619 0.5 -0.6 1.3 -0.332
C 6.451973 -1.307338 2.203293 1.4 1.0 3.7 0.419
O 7.134701 -1.584156 3.196815 -1.5 0.7 -3.4 -0.622
O 6.676067 -0.254287 1.333177 1.0 -2.0 1.6 -0.449
H 6.797725 0.956627 -0.961818 -0.1 0.0 0.3 0.458
H 5.225383 0.515501 -1.590771 -0.2 0.0 0.1 0.033
H 6.497959 -0.678365 -1.504223 0.0 -0.3 0.3 0.397
H 4.921877 0.635738 0.864342 0.1 0.2 -0.1 -0.234
H 5.088003 -2.278172 0.075840 -0.1 0.1 -0.5 0.709
H 3.730575 -1.280468 0.650237 0.1 -0.2 0.5 -1.432
C -1.585950 3.212362 -4.779949 0.4 1.2 -0.4 -1.467
C -0.875719 3.593579 -3.461425 0.4 -1.0 -1.8 0.805
C -1.631330 4.322590 -2.398880 -0.7 -0.2 -1.3 -0.622
O -1.158796 3.710633 -1.205947 -0.3 0.4 0.7 -0.223
C -0.637369 2.512747 -1.495690 0.0 1.2 -2.3 -0.332
O -0.314280 1.673547 -0.742699 0.4 -1.1 1.7 1.258
O -0.491558 2.378456 -2.842662 0.2 -0.4 1.2 -0.321
H -2.432702 3.881361 -4.933424 -0.1 0.0 -0.1 0.390
H -1.909806 2.189518 -4.972302 0.1 -0.1 0.9 0.173
H -0.867524 3.411023 -5.575238 -0.1 0.1 -0.2 0.431
H 0.026197 4.156881 -3.700869 0.2 -0.1 0.0 0.167
H -2.684328 4.100577 -2.572069 -0.2 0.2 0.6 0.077
H -1.427925 5.383602 -2.543692 0.0 0.0 1.0 0.300
C 0.934830 -5.848828 3.524983 0.6 -0.4 1.4 -1.426
C 1.978877 -4.709834 3.395051 -2.2 -3.0 0.5 0.300
C 2.771105 -4.811510 2.117896 0.9 -0.9 0.6 -0.587
O 2.646497 -3.532426 1.628835 -0.5 3.4 -0.6 -0.422
C 1.706719 -2.826682 2.318274 -1.0 1.3 -2.1 0.022
O 1.273178 -1.719925 2.002788 1.7 -1.9 0.4 0.234
O 1.173624 -3.543475 3.273604 0.8 0.6 0.2 -0.144
H 0.323439 -5.671644 4.409807 -0.3 0.4 -0.2 0.331
H 1.382812 -6.799101 3.815479 0.5 -0.1 -0.4 0.445
H 0.296138 -6.028522 2.660186 0.2 0.5 -0.1 0.275
H 2.604963 -4.615754 4.282330 0.0 0.0 0.0 0.421
H 2.469046 -5.502970 1.331282 -0.6 -0.2 0.3 0.296
H 3.808981 -5.035723 2.364156 0.2 0.2 -0.2 0.340
N -4.096895 -1.023191 0.122726 -2.3 -0.7 -0.4 0.612
C -5.056436 -1.576807 -0.713992 0.1 0.8 -1.1 -0.380
C -6.324097 -1.192493 -0.335616 0.7 -0.6 1.3 -0.694
C -6.186087 -0.571086 0.937968 2.7 0.1 0.3 -0.706
C -4.756528 -0.436117 1.175479 -2.1 -0.4 -0.3 -0.800
H -3.128281 -0.934344 -0.149264 -0.1 -0.5 0.9 -0.256
H -4.827347 -2.146937 -1.602188 0.5 0.2 0.0 0.487
H -7.251958 -1.393161 -0.850608 0.1 -0.2 0.1 0.451
H -6.999413 -0.265942 1.579670 0.3 0.2 0.0 0.416
H -4.171529 0.038470 1.949387 -0.3 0.0 0.1 0.234
N -2.807908 -0.480900 -4.876824 0.2 0.1 -0.5 0.124
C -2.104775 -0.427471 -3.736773 0.8 -1.1 1.3 -1.779
C -1.089544 -1.387857 -3.810869 -0.3 0.8 -0.5 1.339
C -1.099895 -1.931889 -5.129053 -2.1 0.8 -0.6 -1.217
C -2.231652 -1.347233 -5.770579 0.4 0.1 0.9 -0.697
H -3.649251 0.042627 -5.072184 0.3 0.0 0.1 0.277
H -2.391077 0.218233 -2.919765 0.0 -0.1 -0.1 0.962
H -0.418870 -1.676899 -3.015219 0.0 0.3 -0.2 0.070
H -0.446798 -2.692188 -5.531304 -0.1 0.1 0.0 0.442
H -2.817100 -1.317212 -6.677637 0.9 -0.9 -0.5 0.457
N -5.540333 1.817134 -0.667825 0.6 0.3 -0.9 -0.103
C -4.542401 2.731282 -0.923401 -1.6 0.6 0.1 -0.616
C -5.190849 3.857119 -1.418556 1.1 0.5 0.0 -0.765
C -6.567267 3.627337 -1.499815 -0.8 -2.3 0.4 -1.034
C -6.764614 2.286522 -1.076130 1.1 1.4 0.2 -0.276
H -5.329610 0.907009 -0.283936 -0.5 0.2 -0.1 0.915
H -3.528188 2.616361 -0.570438 -0.1 -0.2 -0.1 0.633
H -4.679617 4.774370 -1.670936 -0.1 0.1 0.1 0.573
H -7.393310 4.268283 -1.770461 0.3 0.1 -0.2 0.400
H -7.659226 1.687409 -0.991640 0.1 0.1 0.0 0.425
N -0.147607 -3.378725 -1.123934 2.2 -3.5 -0.6 0.745
C 0.891822 -3.885325 -1.874268 0.4 0.8 -1.3 -0.312
C 1.085378 -5.252597 -1.706044 0.4 2.3 -0.2 -0.820
C 0.173036 -5.604224 -0.719150 -0.6 0.0 0.4 -0.754
C -0.546876 -4.459163 -0.383442 -1.0 -0.1 0.9 -0.645
H -0.409724 -2.406411 -1.046620 -0.5 0.5 0.7 -0.024
H 1.396271 -3.206989 -2.546425 0.1 -0.1 -0.1 0.137
H 1.886433 -5.835231 -2.136445 -0.2 0.0 -0.1 0.432
H 0.125974 -6.639582 -0.415485 -0.6 0.2 0.6 0.481
H -1.317327 -4.293073 0.354941 -0.1 -0.3 0.0 0.616
```
Positions in Å, forces in eV/Å.

Charge: 0
HOMO-LUMO gap (eV): 8.014
Multiplicity: 6



[2]
Here is a structure of composition CH3IO2S2 from the Open Molecules 2025 dataset. Energies are from ωB97M-V/def2-TZVPD.

The geometry in XYZ format:
```
9
Properties=species:S:1:pos:R:3:forces:R:3:mulliken_charge:R:1
C 1.136318 -1.068741 -0.196237 0.2 0.3 1.0 -0.429
O -1.686283 -0.136444 0.940020 -0.2 -2.5 2.4 -0.381
O 0.485714 -0.140036 -0.961777 -3.4 2.1 0.2 -0.439
S -2.637828 1.563010 -1.026158 0.9 0.1 -0.4 -0.170
S -1.251552 0.852192 0.057363 1.5 0.9 -2.9 0.554
I -0.198493 2.660628 1.335360 0.2 -0.3 -0.3 0.151
H 2.033394 -1.093281 -0.825645 0.5 -0.8 0.3 0.260
H 0.659004 -2.098829 -0.072061 0.5 1.4 0.0 0.214
H 1.459726 -0.538499 0.749137 -0.2 -1.2 -0.4 0.240
```
Positions in Å, forces in eV/Å.

Charge: 0
Energy above the lowest of the compared OMol25 structures with the same formula, charge and spin (kcal/mol): 84.5
HOMO-LUMO gap (alpha / beta) (eV): 6.892 / 6.892